ORCA calculation (the ωB97M-V functional and the def2-TZVPD basis) on a cluster of 3 separate species, C3H13NO2S2 in total.

Last column: Mulliken charge in e.
Atoms and positions in Å:
N -0.0427 -1.7488 -1.5869  -0.563
C 0.9506 -0.8285 -1.0459  -0.748
C 1.3408 -0.9558 0.4304  -0.373
C 0.8586 0.2185 1.3121  -0.718
S 2.0963 0.9493 2.3838  -0.096
S 2.8512 2.4263 1.1497  -0.225
H 0.3285 -2.6848 -1.6619  0.232
H -0.8887 -1.8276 -1.0427  0.133
H 0.5843 0.1810 -1.2532  0.431
H 1.8166 -0.8852 -1.7065  0.312
H 2.4118 -1.1337 0.5691  0.388
H 0.9900 -1.8913 0.8721  0.367
H 0.0515 -0.0538 1.9960  0.329
H 0.3569 0.9450 0.6730  0.375
H 4.1200 2.0535 0.9183  0.148
O -3.5111 -0.3974 -1.2663  -0.640
H -2.6362 -0.5336 -0.8773  0.319
H -3.4725 -1.0367 -1.9998  0.334
O -2.6277 2.0498 0.8581  -0.613
H -2.7111 2.3048 -0.0676  0.316
H -2.8671 2.8490 1.3456  0.289

Output
strongest force on any atom = 0.0184 hartree/bohr
energy = -1123.6822 Ha
LUMO energy = 0.5 eV
SMILES string = NCCCSS.O.O

ORCA calculation (the ωB97M-V functional and the def2-TZVPD basis) on a cluster of 4 separate species, C3H13NO2S2 in total at a distorted geometry.

Last column: Mulliken charge in e.
Atoms and positions in Å:
S -2.6854 1.4053 0.6827  -0.344
S 0.8496 -1.2292 -1.0939  -0.116
C -0.0982 -0.7342 0.2941  -0.321
C 0.3779 0.3589 1.4042  -0.946
N 0.3779 1.7710 1.1547  -0.224
C 0.9390 1.9171 -0.2489  -0.659
H -3.5608 1.9919 -0.1454  0.148
H -0.3767 -1.5688 0.9322  0.535
H -1.0511 -0.3700 -0.1541  0.072
H -0.4045 0.0959 2.1490  0.457
H 1.3558 0.0073 1.8621  0.376
H -0.6041 2.0705 1.1142  0.262
H 1.9942 1.4047 -0.2557  0.244
H 0.2643 1.6307 -1.0597  0.257
H 1.1068 2.9650 -0.4628  0.354
H -2.2322 -2.1987 -1.7962  0.308
H -0.6907 -2.4447 -1.7056  0.296
O -1.5442 -2.8139 -2.0724  -0.630
H 2.9440 -0.7332 -0.0505  0.241
H 4.2144 -1.1180 0.8776  0.283
O 3.6012 -0.4609 0.6343  -0.593

Output
strongest force on any atom = 0.0618 hartree/bohr
energy = -1123.4809 Ha
LUMO energy = -5.0 eV

ORCA calculation (the ωB97M-V functional and the def2-TZVPD basis) on a cluster of 3 separate species, C3H13NO3 in total at a distorted geometry.

Last column: Mulliken charge in e.
Atoms and positions in Å:
C 1.5660 1.1137 0.8114  -0.950
N 0.1351 1.0116 0.4059  -0.168
C -0.5532 -0.0950 1.0069  -0.564
C -1.7208 -0.4544 0.1537  -0.497
O -1.3162 -0.7420 -1.1757  -0.535
H 1.9653 0.1103 0.9455  0.309
H 1.5890 1.5291 1.8302  0.359
H 2.0122 1.8401 0.1386  0.273
H -0.2052 1.9384 0.5997  0.123
H 0.1903 -0.8852 0.8817  0.318
H -0.7768 0.0641 2.0572  0.396
H -2.2130 -1.3386 0.5435  0.335
H -2.5319 0.2802 0.1616  0.262
H -0.4689 -0.2795 -1.2484  0.334
O 0.6264 -5.2880 -1.4892  -0.633
H 0.8338 -4.5956 -2.1268  0.319
H 1.1247 -5.0452 -0.7049  0.313
O 0.0289 3.9046 -1.1371  -0.641
H -0.1950 3.9266 -0.2023  0.309
H -0.0906 3.0047 -1.4517  0.337

Output
strongest force on any atom = 0.0406 hartree/bohr
energy = -402.5292 Ha
LUMO energy = 0.5 eV
SMILES string = CNCCO.O.O

ORCA calculation (the ωB97M-V functional and the def2-TZVPD basis) on a cluster of 3 separate species, C3H13NO3 in total at a distorted geometry.

Last column: Mulliken charge in e.
Atoms and positions in Å:
N 2.2919 -1.3178 1.4233  -0.598
C 2.0170 -0.0186 0.7807  -0.608
C 0.5645 0.3541 0.8856  -0.390
C 0.2270 1.8075 0.4623  -0.453
O -1.1613 2.0710 0.7300  -0.549
H 1.9894 -2.0568 0.8072  0.214
H 3.2832 -1.4112 1.5758  0.229
H 2.2579 0.0235 -0.2988  0.274
H 2.6554 0.7622 1.2226  0.430
H 0.0300 -0.4170 0.3431  0.298
H 0.3727 0.3008 1.9428  0.267
H 0.8724 2.4066 1.1123  0.240
H 0.6475 2.0345 -0.5180  0.320
H -2.0567 1.7652 0.6843  0.337
O -2.9309 0.6313 2.6802  -0.589
H -2.9017 1.3511 2.0451  0.270
H -3.0271 1.0766 3.5286  0.306
O -0.4581 -3.1625 -6.1596  -0.640
H 0.4555 -3.2962 -6.4283  0.320
H -0.8017 -2.5099 -6.7768  0.320

Output
strongest force on any atom = 0.0670 hartree/bohr
energy = -402.5014 Ha
LUMO energy = 0.8 eV
SMILES string = NCCCO.O.O

ORCA calculation (the ωB97M-V functional and the def2-TZVPD basis) on a cluster of 3 separate species, C3H13NO3 in total at a distorted geometry.

Last column: Mulliken charge in e.
Atoms and positions in Å:
C 0.0429 1.7502 -0.9038  -1.629
C 0.4777 0.4839 -0.1965  0.575
O -0.5309 -0.4875 -0.4566  -0.553
C 0.6236 0.7638 1.3126  -0.747
N -0.0900 -0.2886 2.0964  -0.630
H 0.1582 1.6687 -1.9880  0.363
H -0.9566 2.0862 -0.6354  0.362
H 0.7016 2.5751 -0.6095  0.453
H 1.4324 0.1315 -0.5647  0.205
H -0.2343 -1.3335 -0.0804  0.310
H 1.5835 0.8664 1.7564  0.390
H 0.2378 1.7500 1.5860  0.431
H -1.0797 -0.2092 1.8742  0.192
H -0.1129 0.0511 3.0538  0.256
O -1.7523 -0.2617 -3.0478  -0.613
H -2.6457 -0.5288 -3.2641  0.300
H -1.5509 -0.6233 -2.1748  0.366
O 0.8848 -2.9750 0.7394  -0.686
H 1.1439 -2.2086 1.2697  0.330
H 1.6670 -3.2106 0.2331  0.325

Output
strongest force on any atom = 0.0405 hartree/bohr
energy = -402.5618 Ha
LUMO energy = 0.7 eV
SMILES string = C[C@H](O)CN.O.O

ORCA calculation (the ωB97M-V functional and the def2-TZVPD basis) on a cluster of 3 separate species, C3H13NO3 in total at a distorted geometry.

Last column: Mulliken charge in e.
Atoms and positions in Å:
C -0.3902 -0.3245 2.3816  -1.072
N -0.2606 0.0558 1.0173  -0.267
C 0.3556 1.3297 0.7170  -0.577
C 0.5195 1.5399 -0.7917  -0.536
O 1.4137 0.5295 -1.2714  -0.540
H 0.5482 -0.3306 2.9465  0.323
H -1.0443 0.3516 2.9855  0.345
H -0.8035 -1.2987 2.6536  0.327
H -1.1209 -0.1026 0.5197  0.249
H 1.2674 1.4114 1.3039  0.370
H -0.4099 2.1120 0.9409  0.310
H 0.7948 2.5631 -1.0203  0.364
H -0.4521 1.4038 -1.2902  0.304
H 0.9578 0.0773 -1.9924  0.346
O 0.1988 -2.1707 -0.5010  -0.755
H 0.3942 -1.3301 -0.0135  0.463
H 1.0208 -2.4583 -0.8940  0.346
O -0.8387 -0.7323 -2.5840  -0.659
H -0.7363 -1.4372 -1.9000  0.373
H -1.4141 -1.1890 -3.2075  0.286

Output
strongest force on any atom = 0.0524 hartree/bohr
energy = -402.5534 Ha
LUMO energy = 0.8 eV
SMILES string = CNCCO.O.O